# 1
This record from the Open Molecules 2025 dataset describes a single C5H9NO molecule at a distorted geometry. The level of theory is ωB97M-V/def2-TZVPD.

Element x y z (Å)
C -2.142 -0.352 -1.038
C -0.953 0.197 -1.322
C 0.294 -0.416 -0.994
C 0.481 -0.662 0.465
N 1.933 -0.975 0.805
C -0.058 0.662 1.128
O 0.135 1.770 0.662
H -3.068 0.124 -1.199
H -2.199 -1.491 -0.764
H -0.872 1.301 -1.578
H 0.796 -1.248 -1.445
H 1.172 0.345 -1.241
H -0.081 -1.479 0.937
H 2.463 -0.240 1.243
H 1.990 -1.676 1.544
H -0.551 0.459 2.144

For the energy relative to the best compared isomer or geometry (same formula, charge and spin), the calculation gives 72.0 kcal per mole. Its frontier orbital gap is 0.3696 Eh. The HOMO energy is -9.2963 eV.

---

# 2
This record from the Open Molecules 2025 dataset describes a 2-piece molecular cluster, C5H7NO overall. The level of theory is ωB97M-V/def2-TZVPD.

Element x y z (Å)
C 0.471 0.935 1.680
N 0.233 -0.316 1.686
C 1.233 -1.099 1.030
O 2.048 -0.678 0.247
H 1.397 1.352 1.269
H -0.270 1.622 2.089
H 1.163 -2.168 1.286
C -0.176 1.063 -1.726
C -0.917 0.059 -1.343
C -1.626 -0.957 -0.933
H -0.611 2.018 -2.008
H 0.905 0.957 -1.773
H -1.835 -1.095 0.126
H -2.015 -1.694 -1.631

For the energy relative to the best compared isomer or geometry (same formula, charge and spin), the calculation gives 72.3 kcal per mole. Its frontier orbital gap is 0.3607 Eh. The HOMO energy is -9.8910 eV.

---

# 3
This record from the Open Molecules 2025 dataset describes a 9-piece molecular cluster, C50H106F4N9O14S4 overall at a distorted geometry. The level of theory is ωB97M-V/def2-TZVPD.

Element x y z (Å)
C -6.826 11.795 13.579
C -6.382 11.150 14.880
O -5.721 11.707 15.740
N -7.035 9.764 15.102
H -7.603 9.653 14.268
H -6.290 9.055 15.071
C -7.905 9.854 16.343
H -7.906 11.953 13.550
H -6.510 11.312 12.653
H -6.443 12.807 13.448
H -8.377 8.922 16.652
H -8.720 10.539 16.114
H -7.335 10.221 17.194
C -1.360 8.283 21.552
C -2.760 8.911 21.394
O -3.770 8.400 21.779
N -2.868 10.293 20.736
H -2.961 11.034 21.425
H -1.940 10.471 20.341
C -3.893 10.307 19.590
H -0.801 8.966 22.195
H -0.836 8.272 20.596
H -1.347 7.284 21.981
H -4.870 10.301 20.069
H -3.739 9.510 18.867
H -3.781 11.261 19.075
C -2.075 5.187 7.555
C -1.503 6.549 8.017
C -2.256 7.665 7.250
C -3.637 8.017 7.925
C -3.321 8.433 9.389
C -2.757 7.297 10.271
N -1.530 6.759 9.527
O -0.720 6.032 10.195
C -3.687 6.073 10.507
C -2.267 7.863 11.604
C -0.059 6.756 7.595
H -3.109 4.945 7.799
H -1.476 4.386 7.993
H -1.989 4.977 6.489
H -2.478 7.393 6.219
H -1.654 8.571 7.196
H -4.274 7.134 7.845
H -4.243 8.767 7.418
H -4.180 8.792 9.955
H -2.532 9.187 9.421
H -3.154 5.230 10.944
H -4.111 5.781 9.547
H -4.542 6.306 11.142
H -3.024 8.426 12.150
H -1.398 8.519 11.539
H -2.012 7.074 12.312
H -0.027 6.512 6.533
H 0.618 6.071 8.103
H 0.246 7.799 7.665
C 1.125 7.201 15.022
C 1.614 5.858 14.441
C 2.738 5.293 15.354
C 2.332 4.588 16.603
C 1.305 3.471 16.296
C 0.105 3.932 15.458
N 0.442 4.867 14.352
O -0.506 5.129 13.490
C -0.908 4.667 16.374
C -0.543 2.651 14.778
C 2.118 6.065 12.986
H 0.877 7.055 16.074
H 0.271 7.646 14.514
H 2.005 7.842 15.020
H 3.438 6.111 15.524
H 3.346 4.595 14.774
H 1.903 5.260 17.350
H 3.135 4.148 17.193
H 0.853 3.115 17.223
H 1.895 2.652 15.884
H -0.423 5.309 17.107
H -1.526 3.862 16.775
H -1.702 5.160 15.811
H -1.466 2.849 14.236
H -0.791 1.948 15.574
H 0.233 2.214 14.151
H 1.317 6.513 12.393
H 2.477 5.226 12.392
H 2.823 6.890 12.880
C -0.930 15.704 11.067
C -0.524 14.612 12.057
C -0.767 15.180 13.493
C -0.713 14.135 14.596
C -1.861 13.170 14.306
C -1.653 12.360 13.024
N -1.385 13.342 11.918
O -1.461 12.832 10.696
C -2.969 11.595 12.766
C -0.503 11.339 13.061
C 0.974 14.289 11.886
H -1.026 15.285 10.064
H -0.301 16.590 11.017
H -1.974 15.953 11.260
H -1.736 15.681 13.445
H -0.105 16.016 13.721
H -0.957 14.530 15.582
H 0.216 13.566 14.636
H -2.802 13.720 14.246
H -2.018 12.535 15.180
H -3.029 10.969 11.876
H -3.845 12.244 12.709
H -3.269 10.932 13.579
H -0.421 10.769 12.133
H -0.690 10.592 13.832
H 0.491 11.781 13.106
H 1.416 13.596 12.605
H 1.603 15.169 12.019
H 1.281 13.802 10.960
C -7.636 1.247 14.957
C -6.583 1.018 13.893
C -5.742 2.377 13.826
C -4.478 2.259 12.971
C -3.644 1.029 13.426
C -4.394 -0.353 13.447
N -5.693 -0.139 14.189
O -6.246 -1.146 14.819
C -3.532 -1.306 14.315
C -4.565 -0.873 11.992
C -7.362 0.702 12.591
H -8.138 0.349 15.318
H -8.325 2.087 14.887
H -7.182 1.535 15.910
H -5.431 2.683 14.825
H -6.376 3.160 13.411
H -3.817 3.125 13.019
H -4.688 2.154 11.905
H -3.220 1.166 14.422
H -2.780 1.020 12.761
H -2.583 -1.590 13.864
H -4.069 -2.216 14.581
H -3.361 -0.860 15.296
H -4.789 -0.061 11.304
H -5.348 -1.625 11.889
H -3.686 -1.476 11.768
H -7.708 -0.332 12.540
H -6.656 0.802 11.768
H -8.281 1.278 12.503
C -9.051 2.339 17.850
C -8.208 3.063 18.938
C -6.952 3.734 18.371
N -6.322 4.713 19.369
C -7.127 5.989 19.671
C -4.882 5.065 18.932
C -4.009 5.421 20.106
C -4.751 4.763 21.320
C -5.949 3.984 20.703
H -10.089 2.365 18.175
H -8.644 1.348 17.659
H -8.994 2.915 16.926
H -7.959 2.288 19.665
H -8.761 3.798 19.523
H -7.131 4.393 17.522
H -6.278 2.903 18.168
H -6.312 6.680 19.888
H -7.768 5.876 20.542
H -7.567 6.258 18.712
H -4.981 5.990 18.364
H -4.460 4.320 18.259
H -3.810 6.489 20.165
H -3.043 4.962 19.895
H -5.125 5.549 21.973
H -4.000 4.103 21.750
H -6.722 3.939 21.468
H -5.596 2.988 20.440
N -5.031 7.894 15.005
S -5.165 6.444 14.893
O -5.937 5.715 15.909
O -4.205 5.717 14.082
F -6.280 6.463 13.717
S -3.438 7.894 15.632
O -2.375 7.728 14.704
O -3.271 7.379 16.991
F -3.399 9.433 15.691
N -0.399 10.544 19.427
S -0.238 10.500 17.696
O 0.221 9.223 17.231
O 0.116 11.713 16.979
F -1.835 10.502 17.379
S 0.984 11.091 19.656
O 1.200 12.507 19.456
O 2.120 10.201 19.501
F 0.778 11.110 21.247

Its total charge is +5. Its frontier orbital gap is 0.1769 Eh. The HOMO energy is -17.7627 eV.

---

# 4
This record from the Open Molecules 2025 dataset describes a single C5H13N3O molecule at a distorted geometry. The level of theory is ωB97M-V/def2-TZVPD.

Element x y z (Å)
C -1.818 1.298 -0.566
C -0.974 0.201 0.035
N -1.440 -0.844 0.616
N -2.795 -1.087 0.715
N 0.392 0.321 -0.073
C 1.005 1.616 0.140
C 1.239 -0.896 0.290
C 2.591 -0.805 -0.409
O 0.713 -2.132 -0.043
H -2.700 0.868 -1.043
H -1.266 1.837 -1.331
H -2.154 1.996 0.201
H -2.944 -2.086 0.799
H -3.372 -0.695 -0.027
H 0.261 2.404 0.223
H 1.581 1.619 1.073
H 1.678 1.854 -0.686
H 1.373 -0.834 1.389
H 2.439 -0.744 -1.483
H 3.181 0.035 -0.060
H 3.141 -1.719 -0.195
H -0.131 -2.207 0.435

For the energy relative to the best compared isomer or geometry (same formula, charge and spin), the calculation gives 50.5 kcal per mole. Its frontier orbital gap is 0.3142 Eh. The HOMO energy is -7.6376 eV.

---

# 5
This record from the Open Molecules 2025 dataset describes C6H7FN2O2 as an isolated structure at a distorted geometry. The level of theory is ωB97M-V/def2-TZVPD.

Element x y z (Å)
C 0.565 1.315 -0.697
C -0.255 0.215 -0.202
C 1.683 1.782 -0.213
C 2.256 0.926 1.396
C 0.080 -0.348 0.992
C -1.471 -0.228 -1.011
N 1.259 0.009 1.733
N -1.660 -1.676 -0.866
O 3.250 1.171 1.959
O -0.645 -1.390 1.497
F 2.484 2.710 -0.806
H 0.020 1.676 -1.655
H -1.241 -0.115 -2.044
H -2.328 0.455 -0.817
H 1.483 -0.715 2.361
H -1.344 -2.153 -1.662
H -2.715 -1.912 -0.939
H -1.421 -1.721 0.971

For the energy relative to the best compared isomer or geometry (same formula, charge and spin), the calculation gives 3.8 kcal per mole. Its frontier orbital gap is 0.3072 Eh. The HOMO energy is -7.9500 eV.